Density functional theory data (ωB97M-V/def2-TZVPD) for a cluster of 2 separate species, C19H25F3NO5S2 in total at a distorted geometry.

Geometry (Å):
C: 4.9551 -1.7370 1.2016
C: 3.8348 -0.7773 0.8275
O: 2.6790 -0.9800 1.6579
C: 1.6808 -0.1111 1.3200
C: 0.4194 -0.4539 1.9856
C: -0.6956 0.4526 1.9494
O: -0.6221 1.6574 1.6937
C: -2.0668 -0.1692 2.3428
C: -2.5292 -1.1884 1.3143
C: -2.0947 -2.6427 1.5512
C: -0.6592 -2.9435 1.0969
C: 0.3172 -2.9808 2.2607
C: 0.4201 -1.6056 2.9277
O: 1.8819 0.7854 0.5041
H: 5.8327 -1.4625 0.5894
H: 5.2306 -1.6595 2.2716
H: 4.6883 -2.7883 0.9870
H: 4.1771 0.2544 0.9862
H: 3.5186 -0.9340 -0.2097
H: -2.0022 -0.6331 3.3386
H: -2.8010 0.6496 2.4171
H: -3.6256 -1.1722 1.3118
H: -2.2166 -0.8571 0.3145
H: -2.2212 -2.8989 2.6125
H: -2.7714 -3.3023 0.9867
H: -0.6603 -3.9057 0.5601
H: -0.3411 -2.1595 0.3954
H: -0.0198 -3.6807 3.0317
H: 1.3037 -3.3273 1.9351
H: 1.3057 -1.5435 3.5701
H: -0.4449 -1.4943 3.5839
C: 0.0762 3.4163 -3.4441
N: -0.5300 3.3453 -2.1324
S: 0.4956 2.8189 -0.8078
C: 0.4405 4.4692 -0.0299
F: -0.8160 4.8746 0.2577
F: 1.1192 4.4183 1.1640
F: 1.0060 5.4091 -0.8366
S: -2.1108 2.7824 -1.9725
C: -1.6877 1.0375 -2.2751
C: -1.9337 0.4153 -3.5020
C: -1.3327 -0.8212 -3.7800
C: -0.5690 -1.4857 -2.8066
C: -0.3314 -0.8642 -1.5686
C: -0.9515 0.3596 -1.3178
O: -2.5308 3.0645 -0.6247
O: -2.8958 3.1733 -3.1155
H: 0.9751 4.0067 -3.2763
H: 0.3444 2.4489 -3.8843
H: -0.5678 3.9436 -4.1525
H: -2.5222 0.9480 -4.2466
H: -1.4815 -1.2630 -4.7736
H: -0.1926 -2.4987 -2.9929
H: 0.3827 -1.2685 -0.8328
H: -0.8593 0.8789 -0.3645

## Properties
Frontier orbital gap = 0.23531 Ha
Charge = -1
HOMO energy = -3.575 eV

---

Density functional theory data (ωB97M-V/def2-TZVPD) for a structure of composition C6HCeO6 at a distorted geometry.

Geometry (Å):
O: 1.2537 0.3628 -2.1585
C: 1.3876 -0.1943 -1.0596
Ce: -0.6470 0.2860 0.0531
O: -1.5624 2.2139 -2.9295
C: -1.3142 1.6196 -1.9634
C: 1.0009 -1.0886 1.2595
O: 1.9231 -1.7027 1.5941
C: 0.9728 1.7580 1.1781
O: 1.8114 2.3984 1.6712
C: -0.8634 -2.0294 -0.7028
O: -0.8675 -3.1142 -1.0743
H: 2.3576 -0.7503 -0.8460
O: -3.1085 0.0970 2.9191
C: -2.3442 0.1440 2.0591

## Properties
Frontier orbital gap (spin up / spin down) = 0.25474 / 0.25512 Ha
Charge = +3
HOMO energy (spin up / spin down) = -23.120 / -23.117 eV